(1)
A structure of composition C17H17BrCdN5O3S2, computed with ωB97M-V with the def2-TZVPD basis set.

Calculated values
Charge: -1
Energy relative to the best compared isomer or geometry (same formula, charge and spin): 56.99 kcal per mole
2S+1: 1
DFT total energy: -127776.3661 eV
Kohn-Sham gap: 4.617 eV

CARTESIAN COORDINATES (ANGSTROEM)
Cd  -0.489  -0.109  -0.588
C  0.625  5.926  0.208
S  -0.690  4.943  0.978
C  -0.394  3.350  0.317
S  0.976  2.446  0.911
N  -0.967  3.054  -0.861
N  -0.858  1.889  -1.359
C  -1.321  1.697  -2.682
C  -0.976  0.570  -3.380
C  -1.360  0.385  -4.766
C  -0.991  -0.721  -5.446
C  -0.231  -1.747  -4.807
C  0.077  -1.552  -3.491
N  -0.245  -0.461  -2.776
H  0.557  6.947  0.587
H  0.500  5.930  -0.874
H  1.600  5.512  0.467
H  -1.855  2.513  -3.149
H  -1.949  1.163  -5.238
H  -1.287  -0.836  -6.484
H  0.053  -2.656  -5.315
H  0.612  -2.321  -2.942
Br  -1.567  -0.509  4.670
C  -1.061  -1.935  3.496
C  -0.419  -3.031  4.054
C  -0.119  -4.076  3.196
C  -0.482  -3.984  1.864
C  -1.106  -2.828  1.415
N  -1.376  -1.805  2.233
C  -1.560  -2.762  -0.064
O  -1.460  -3.808  -0.692
O  -2.052  -1.651  -0.451
H  -0.186  -3.059  5.108
H  0.380  -4.960  3.574
H  -0.305  -4.774  1.150
N  3.406  -0.318  1.119
C  2.080  -0.307  1.357
O  1.313  -0.939  0.633
C  1.600  0.440  2.581
C  0.415  1.341  2.249
H  3.706  -0.700  0.236
H  3.998  0.354  1.573
H  2.415  1.034  3.000
H  1.318  -0.312  3.322
H  0.122  1.922  3.122
H  -0.446  0.746  1.942

Atoms 1-6, force components in eV/Å:
0.0 -0.1 -0.3
0.0 0.0 0.0
0.0 -0.1 0.0
0.0 0.1 0.0
0.0 0.0 0.0
0.0 0.0 0.1

---

(2)
A structure of composition C3H5O3Sn, computed with ωB97M-V with the def2-TZVPD basis set.

Calculated values
Expectation value of S²: 0.754
Charge: +2
Energy relative to the best compared isomer or geometry (same formula, charge and spin): 16.37 kcal per mole
2S+1: 2
DFT total energy: -15143.3249 eV
Kohn-Sham gap (alpha / beta): 6.226 / 10.381 eV

CARTESIAN COORDINATES (ANGSTROEM)
H  -0.324  -1.958  0.441
O  2.126  -1.339  -0.355
C  0.979  -0.911  -0.525
C  -1.349  0.381  0.681
O  0.855  0.405  -0.353
O  -0.171  -1.560  -0.431
C  -0.487  1.055  -0.314
H  -0.996  0.307  1.711
H  -2.376  0.130  0.418
H  -0.233  2.086  -0.041
H  -0.878  0.979  -1.333
Sn  2.853  0.425  0.101

Atoms 1-6, force components in eV/Å:
0.1 -0.8 0.2
-0.7 -2.5 -1.5
-4.3 -2.3 2.8
0.0 0.7 0.2
-0.3 -0.2 -1.8
2.1 0.7 -1.8

---

(3)
A structure of composition C10H13NO3, computed with ωB97M-V with the def2-TZVPD basis set.

Calculated values
Charge: 0
Energy relative to the best compared isomer or geometry (same formula, charge and spin): 164.12 kcal per mole
2S+1: 1
DFT total energy: -18206.9336 eV
Kohn-Sham gap: 8.654 eV

CARTESIAN COORDINATES (ANGSTROEM)
C  2.687  -1.235  -0.758
C  1.502  -1.439  -1.549
C  2.702  -1.345  0.573
C  0.333  -1.347  -0.908
C  -0.567  0.610  0.886
C  1.458  -1.390  1.462
C  0.228  -1.165  0.584
C  -1.282  3.125  -0.598
C  -1.814  0.821  0.180
C  -1.467  1.710  -1.079
N  -0.973  -1.890  1.137
O  -1.960  -2.024  0.484
O  0.163  1.251  1.602
O  -0.868  -2.240  2.269
H  3.581  -1.190  -1.280
H  1.505  -1.615  -2.563
H  3.555  -1.270  1.077
H  -0.717  -1.499  -1.381
H  1.400  -2.315  1.871
H  1.603  -0.558  2.092
H  -0.780  3.696  -1.230
H  -0.716  3.343  0.325
H  -2.173  3.629  -0.382
H  -2.333  1.372  0.890
H  -2.295  0.001  -0.317
H  -0.628  1.360  -1.593
H  -2.143  1.602  -1.795

Atoms 1-6, force components in eV/Å:
-0.3 -1.1 1.0
-1.6 0.9 2.5
-3.7 0.4 -1.9
-2.5 -0.7 0.1
4.6 -2.8 1.2
0.4 2.1 -4.5

---

(4)
A structure of composition C11H30NiO2P2, computed with ωB97M-V with the def2-TZVPD basis set.

Calculated values
Expectation value of S²: 2.010
Charge: 0
Energy relative to the best compared isomer or geometry (same formula, charge and spin): 0.00 kcal per mole
2S+1: 3
DFT total energy: -75605.0671 eV
Kohn-Sham gap (alpha / beta): 4.617 / 7.405 eV

CARTESIAN COORDINATES (ANGSTROEM)
Ni  -0.657  0.859  -0.891
H  1.884  -3.285  -2.069
H  1.222  -3.639  -2.008
P  1.115  1.644  -1.526
P  -2.442  -0.155  -1.310
C  -3.462  0.620  -0.021
H  -4.365  0.014  0.140
H  -2.904  0.713  0.923
H  -3.757  1.618  -0.372
C  -3.556  -0.409  -2.701
H  -3.030  -0.997  -3.463
H  -4.431  -0.953  -2.328
H  -3.848  0.564  -3.113
C  -2.049  -1.846  -0.793
H  -1.423  -1.843  0.110
H  -2.990  -2.382  -0.615
H  -1.493  -2.326  -1.608
C  1.237  2.204  -3.256
H  2.250  2.580  -3.442
H  1.035  1.349  -3.912
H  0.501  2.993  -3.444
C  1.840  3.026  -0.579
H  1.954  2.730  0.470
H  2.822  3.294  -0.994
H  1.170  3.892  -0.640
C  2.546  0.505  -1.511
H  2.284  -0.392  -2.081
H  3.400  1.015  -1.974
H  2.787  0.220  -0.481
C  -0.145  0.571  1.057
O  -0.233  1.453  1.890
H  -1.332  0.608  -2.254
C  1.291  -2.341  2.698
C  0.851  -0.892  2.723
C  -0.241  -0.725  3.761
C  2.061  -0.014  2.974
O  0.339  -0.661  1.356
H  1.774  -2.584  3.655
H  1.997  -2.519  1.879
H  0.427  -3.000  2.559
H  0.184  -0.870  4.764
H  -0.690  0.268  3.709
H  -1.019  -1.488  3.603
H  2.817  -0.208  2.196
H  1.781  1.046  2.965
H  2.497  -0.259  3.955

Atoms 1-6, force components in eV/Å:
-0.7 -0.6 1.3
-0.4 -0.2 0.0
0.4 0.2 0.0
2.1 1.3 -0.8
-0.2 0.6 1.5
-1.1 -0.4 0.3